Record 1
DFT (ωB97M-V/def2-TZVPD) results for a cluster of 2 separate species, C4H10NO2 in total.

Computed properties:
HOMO   -2.91 eV
Orbital gap   7.1 eV
Energy relative to the best compared isomer or geometry (same formula, charge and spin)   64.8 kcal per mole
Net charge   -1
Lowest unoccupied orbital energy   4.2 eV

Last column: natural (NBO) charge in e.
Cartesian coordinates (Å):
C1 0.6289 1.5707 -1.9272  -0.2404
N1 1.9653 1.8109 -2.5026  -0.8563
H1 0.0380 2.4832 -2.0320  0.1654
H2 0.0767 0.7663 -2.4337  0.1443
C2 -1.1368 -1.5280 1.9931  0.4571
O1 -1.7179 -2.3303 2.6963  -0.5985
H3 -1.1286 -0.4562 2.2558  0.1325
H4 1.2019 2.0567 0.0745  0.0970
C3 0.6916 1.2114 -0.4339  -0.0213
H5 -0.8679 -2.7045 0.2368  0.1986
H6 2.5284 0.9720 -2.4216  0.3378
O2 -0.5240 0.9200 0.0877  -0.9567
H7 0.6296 -2.0972 0.9866  0.2167
C4 -0.4073 -1.8501 0.7348  -0.7839
H8 -0.4099 -0.9107 0.1459  0.3236
H9 1.9044 2.0271 -3.4898  0.3336
H10 1.4186 0.3430 -0.3686  0.0502

=====

Record 2
DFT (ωB97M-V/def2-TZVPD) results for a structure of composition C4H12NO3 at a distorted geometry.

Computed properties:
HOMO   -3.97 eV
Orbital gap   8.0 eV
Energy relative to the best compared isomer or geometry (same formula, charge and spin)   18.1 kcal per mole
Net charge   -1
Lowest unoccupied orbital energy   4.1 eV

Last column: natural (NBO) charge in e.
Cartesian coordinates (Å):
N1 1.6497 -1.1666 -0.2517  -0.6874
O1 -0.3726 1.1691 0.0158  -0.8161
H1 1.9557 0.8803 -0.5229  0.1794
H2 1.8885 -0.1631 -2.0767  0.1590
H3 0.3315 2.4496 -1.7260  0.2199
H4 -1.1674 1.7901 -2.3807  0.2007
H5 2.4809 -1.0252 0.3000  0.3386
C1 -0.0868 1.6003 -2.2526  -0.6274
H6 0.8594 -2.4672 1.1241  0.1140
H7 -0.1870 -2.1169 -0.2620  0.0873
H8 0.3243 1.3322 -3.2185  0.1817
H9 -1.6264 -0.4572 2.2199  0.5137
C2 0.4682 -1.6196 0.5169  0.1303
H10 -2.5278 0.6923 1.8676  0.4612
C3 0.0330 0.5058 -1.1796  0.0742
H11 -0.6042 -0.3731 -1.2925  0.1604
H12 -0.3223 0.4212 0.6806  0.4694
C4 1.4839 0.0344 -1.0682  -0.2456
O2 -0.1959 -0.6823 1.2061  -0.9054
O3 -2.4018 0.0496 2.5700  -1.0079

=====

Record 3
DFT (ωB97M-V/def2-TZVPD) results for a structure of composition C23H30FO5Tl at a distorted geometry.

Computed properties:
HOMO (alpha / beta)   0.00 / 0.28 eV
Orbital gap (alpha / beta)   3.6 / 3.3 eV
Energy relative to the best compared isomer or geometry (same formula, charge and spin)   14.6 kcal per mole
Net charge   -2
Lowest unoccupied orbital energy (alpha / beta)   3.5 / 3.5 eV

Last column: Löwdin charge in e.
Cartesian coordinates (Å):
H1 1.7189 3.3751 -5.8383  0.0766
C1 -1.6313 -0.1297 -4.0076  -0.2618
H2 -1.3603 -1.1925 -3.9438  0.1095
H3 -2.7300 -0.0362 -4.0459  0.1017
H4 3.0952 -0.6858 -10.8354  0.0876
H5 -0.8309 -1.8807 2.3120  0.0592
H6 -1.0768 -2.9940 -0.1450  0.0628
F1 -0.3170 3.7400 -1.0582  -0.7058
H7 -2.0041 -0.1289 -6.0058  0.1197
C2 -0.8871 -3.0373 -9.6088  -0.0455
H8 -2.4330 3.3662 -5.2197  0.0815
H9 -2.0835 0.5149 2.2794  0.0550
C3 1.6800 -0.6069 -7.9534  -0.4185
H10 3.2897 -1.9465 -9.5783  0.0987
C4 1.9728 -1.3514 -0.6002  -0.1999
H11 0.9191 -0.5698 -5.4502  0.1322
H12 2.4381 0.5112 -1.7689  0.0417
H13 -3.1444 0.8576 -0.1978  0.0481
C5 -2.2530 -1.1613 -0.6236  -0.2200
Tl1 -0.4571 1.6041 -1.4637  1.0490
O1 -1.1295 -0.5371 -9.4696  0.0968
H14 -1.1211 4.0046 -4.1908  0.0764
H15 1.5857 -2.5110 1.2693  0.0617
C6 -1.1067 0.2726 -5.4967  -0.1433
C7 -0.0151 -0.6518 -6.0213  -0.0891
O2 1.8135 -0.5026 -9.2948  -0.0330
C8 1.7904 -1.5590 0.7893  -0.2110
C9 -0.0416 1.2332 -7.6177  -0.0630
C10 0.2720 -0.2510 -7.4850  -0.2473
C11 2.2221 0.0422 -0.8074  -0.2749
H16 -0.5061 1.3993 -8.5966  0.1189
C12 1.9113 -0.3010 1.4507  -0.1980
H17 -1.5309 4.8087 -5.7041  0.0708
C13 -0.5049 -1.0385 -8.5533  -0.4307
O3 -1.3337 0.2118 -2.6716  -0.4994
H18 -0.6840 -4.0935 -9.4488  0.0900
H19 -1.9618 -2.8487 -9.6992  0.0958
H20 3.8983 -0.2980 -9.2761  0.0980
C14 2.1762 0.6890 0.4641  -0.2393
H21 -2.5342 -1.3454 -1.6537  0.0566
H22 1.9257 -2.1114 -1.3781  0.0592
C15 -0.9526 1.6383 -6.4146  -0.2185
H23 2.3157 1.7529 0.6481  0.0591
O4 2.5674 -1.0129 -7.2232  0.1274
C16 -1.3552 -1.4469 1.4633  -0.2079
H24 0.9430 3.2362 -4.2729  0.0785
H25 -0.3882 -2.6797 -10.5168  0.0967
H26 1.8133 -0.1305 2.5218  0.0581
H27 0.8885 1.8150 -7.6272  0.1213
C17 -1.4265 3.8167 -5.2349  -0.0667
C18 0.9339 2.8202 -5.2963  -0.0580
C19 -2.5648 0.0015 0.1472  -0.2628
C20 -1.4876 -2.0418 0.1799  -0.1872
H28 1.2909 1.7771 -5.2292  0.0869
C21 3.1096 -0.8814 -9.7655  -0.0439
C22 -2.0143 -0.1831 1.4459  -0.2082
H29 -1.9455 1.8177 -6.8591  0.1317
O5 -0.3489 -2.3725 -8.4564  -0.0157
H30 -0.3339 -1.7016 -5.9995  0.1284
C23 -0.4457 2.8968 -5.8708  -0.2861

=====

Record 4
DFT (ωB97M-V/def2-TZVPD) results for a cluster of 8 separate species, C24H64N15O7 in total.

Computed properties:
HOMO   -11.25 eV
Orbital gap   9.7 eV
Net charge   +1
Lowest unoccupied orbital energy   -1.5 eV

Last column: Löwdin charge in e.
Cartesian coordinates (Å):
H1 -1.7931 -4.9667 -0.7418  0.0914
H2 0.9609 -1.7018 -2.2930  0.1422
H3 -2.2479 -2.0072 -3.0964  0.1169
N1 5.2699 1.5089 2.7701  0.1513
H4 0.8187 0.6125 3.0402  0.0826
H5 -6.0108 -0.2033 5.4332  0.1073
H6 -0.3777 5.7711 -2.5148  0.1028
O1 3.6846 3.0803 2.3412  -0.0076
H7 -3.5274 -1.5477 -2.0014  0.1225
C1 -2.6510 -2.1930 -2.1037  -0.1463
C2 -5.2186 0.6013 3.7500  -0.6722
H8 -1.8617 -4.9633 2.4874  0.0779
H9 -1.0639 0.8233 0.0047  0.0937
C3 -1.8954 -0.6492 1.3636  -0.1837
O2 8.3505 4.8996 1.8492  0.0058
N2 -3.6862 0.8017 -4.4363  0.1637
C4 -6.8437 -3.1931 -0.1645  -0.6680
H10 -5.7841 -1.9466 1.0469  0.0737
H11 -3.6298 -3.9676 -2.7883  0.1215
C5 -1.8101 0.7665 0.8052  -0.2021
N3 -0.3236 4.7902 -2.7129  0.1592
H12 -7.4702 -1.6185 1.0699  0.0968
H13 -2.0374 2.6976 1.7561  0.1008
H14 1.7969 2.5651 -3.6159  0.0652
H15 2.2238 -3.4714 -1.1647  0.1200
H16 -8.9194 -2.9695 -0.2470  0.0953
H17 0.2196 3.0175 2.5468  0.1111
H18 -1.8313 -5.3917 -2.4316  0.1247
H19 -1.6067 1.3688 2.8593  0.1072
H20 10.2069 5.9324 -0.5115  0.0958
H21 -1.0456 -5.4793 1.0050  0.0443
C6 -2.4539 1.3763 -4.3485  -0.6647
C7 -1.6912 -1.7355 -1.0195  -0.2161
N4 9.5438 5.3677 -0.0169  0.1547
O3 -5.8795 -3.8377 -0.5596  0.0069
H22 -8.2403 -4.2449 -1.1956  0.1041
H23 -5.7878 1.5077 5.5414  0.0985
H24 -0.9494 -0.9285 1.8439  0.0916
C8 -1.8071 -4.5403 -1.7510  -0.1308
H25 -4.1674 0.6600 -5.3041  0.1017
C9 0.0513 2.2330 1.8079  -0.2436
N5 -4.8229 1.7920 3.2080  0.1642
O4 1.8987 4.9748 -3.1670  0.0135
H26 3.5936 2.3988 -0.5529  0.1018
O5 -5.1417 -0.4518 3.1277  0.0009
H27 1.2713 -2.0076 1.3199  0.0919
N6 -1.8865 1.7549 -5.5261  0.1705
H28 -3.4162 -1.7218 0.2488  0.1138
C10 1.2965 -4.1706 1.2480  -0.1993
H29 -0.3908 -3.1504 2.1152  0.0729
H30 0.4915 -4.1296 3.2617  0.1159
H31 -4.4519 1.7542 2.2778  0.0874
H32 -0.9863 2.1974 -5.4900  0.0980
H33 10.4119 7.2783 1.4171  0.0962
N7 3.5898 1.4066 -0.7041  0.1850
C11 -2.3343 -1.7470 0.3792  -0.1082
C12 0.1230 -4.1159 2.2344  -0.2492
H34 -4.1373 0.5372 -3.5811  0.0993
N8 5.8276 3.7417 2.6775  0.1678
H35 9.1280 4.5824 -0.4796  0.1041
N9 3.9685 1.7209 -2.9513  0.1527
C13 4.8575 2.8051 2.5802  -0.6739
H36 -4.8842 2.6761 3.6756  0.1005
H37 9.4839 6.8807 2.8192  0.1052
H38 -2.6425 -0.6379 2.1642  0.1036
C14 2.0268 -2.5393 -0.6254  -0.1700
C15 9.1639 5.6071 1.2715  -0.6681
H39 2.0860 -4.8117 1.6405  0.1205
H40 6.2211 1.2608 2.9631  0.0948
H41 -2.3311 1.6335 -6.4163  0.1024
C16 -1.4165 1.8074 1.8752  -0.2171
H42 2.8739 -1.8834 -0.8376  0.0884
H43 0.3504 -4.4020 -1.7753  0.1223
H44 0.9378 -4.6605 0.3329  0.0891
N10 -8.1161 -3.4767 -0.5645  0.1551
H45 -2.7713 1.0153 0.3444  0.1132
C17 1.8917 -2.8007 0.8804  -0.1752
H46 0.2504 2.6352 0.8090  0.1081
C18 1.0452 1.1014 2.0883  -0.1055
H47 -1.3408 -0.7421 -1.2849  0.1221
H48 -0.4165 -3.3707 -2.9757  0.1389
O6 -1.8926 1.5488 -3.2682  -0.0119
N11 -0.4330 -2.6152 -1.0092  -0.0239
H49 2.0580 1.5031 2.1090  0.0299
H50 -1.1485 4.2223 -2.6471  0.0833
C19 3.7963 0.8378 -1.9239  -0.6636
H51 2.8814 -2.6853 1.3249  0.1157
N12 9.7454 6.6847 1.8720  0.1559
H52 5.5619 4.6954 2.5244  0.1057
H53 3.5543 0.8042 0.0957  0.0864
N13 -5.7131 0.6580 5.0158  0.1596
C20 -3.0572 -3.6489 -1.9152  -0.1604
C21 -0.8987 -5.2456 2.0643  -0.0915
H54 -2.1197 -2.7171 0.8471  0.1089
H55 6.7995 3.5470 2.8317  0.0731
N14 0.9123 2.9474 -3.3404  0.1564
H56 0.1042 2.3498 -3.2515  0.0488
H57 0.9884 0.3374 1.3005  0.0394
N15 -6.7052 -2.1542 0.7071  0.1656
H58 4.1347 1.3469 -3.8667  0.1085
O7 3.8317 -0.3772 -2.0885  0.0033
H59 -0.3767 -3.0368 -0.0805  0.1232
C22 -0.5176 -3.7692 -1.9677  -0.1076
H60 3.9419 2.7188 -2.8274  0.0965
H61 0.7021 -0.8480 -0.7753  0.1218
H62 4.5764 0.7893 2.7255  0.0871
H63 -0.5682 -6.1591 2.5600  0.0799
H64 -3.7004 -3.7540 -1.0480  0.0772
C23 0.8333 -1.8359 -1.2175  -0.1098
C24 0.8924 4.2889 -3.0820  -0.6878

=====

Record 5
DFT (ωB97M-V/def2-TZVPD) results for the ion C13H18NS with charge +1 at a distorted geometry.

Computed properties:
HOMO (alpha / beta)   -12.60 / -12.60 eV
Orbital gap (alpha / beta)   7.2 / 7.2 eV
Energy relative to the best compared isomer or geometry (same formula, charge and spin)   71.6 kcal per mole
Net charge   +1
Lowest unoccupied orbital energy (alpha / beta)   -5.4 / -5.4 eV

Last column: natural (NBO) charge in e.
Cartesian coordinates (Å):
C1 -0.3718 -1.7016 -2.1014  -0.1881
H1 0.5435 -0.4072 -5.0886  0.2397
H2 0.9991 2.1099 -4.6590  0.2457
H3 0.3396 -2.5501 2.4245  0.2147
H4 -1.0238 2.7717 0.6181  0.2414
H5 0.5361 -1.8931 4.0653  0.2404
H6 -0.6717 -2.7098 -1.7435  0.2433
C2 0.2624 1.0151 3.1576  -0.6128
C3 -1.6414 -0.6195 3.1627  -0.6092
H7 1.3397 1.3381 3.0680  0.2335
H8 -2.1319 0.2905 3.2718  0.2136
S1 0.5929 1.9895 -0.9127  0.7176
C4 0.0510 -0.8882 0.1900  0.1097
C5 1.3586 1.9023 -3.6946  -0.6518
H9 2.4322 1.8466 -3.6684  0.2474
C6 0.5012 -0.4896 -3.9864  -0.2112
C7 -0.2679 -0.3837 2.5891  0.0820
H10 1.7281 -1.4150 2.6833  0.2249
C8 0.3468 0.5086 -1.8249  -0.2403
C9 -0.2058 -1.5524 -3.4708  -0.1317
H11 -0.4668 1.8054 2.7759  0.2009
C10 -0.8544 2.1402 -0.1890  -0.3196
N1 -0.3617 -0.1921 1.1574  -0.3815
C11 -0.0978 -0.6375 -1.2441  -0.0857
H12 -2.3218 -1.2800 2.7026  0.2273
H13 -1.5045 -1.0246 4.1085  0.2248
H14 0.3347 -1.8759 0.3510  0.1815
H15 -1.6467 1.4658 -0.4844  0.2534
C12 0.6618 -1.5793 2.9560  -0.6481
H16 -0.4518 -2.3189 -4.1618  0.2347
H17 1.1011 2.7949 -3.1151  0.2183
C13 0.7046 0.6105 -3.2371  0.0531
H18 0.1863 0.9293 4.3004  0.2323

=====

Record 6
DFT (ωB97M-V/def2-TZVPD) results for the ion C10H12NS2 with charge +1 at a distorted geometry.

Computed properties:
HOMO   -12.70 eV
Orbital gap   9.7 eV
Energy relative to the best compared isomer or geometry (same formula, charge and spin)   0.0 kcal per mole
Net charge   +1
Lowest unoccupied orbital energy   -3.0 eV

Last column: natural (NBO) charge in e.
Cartesian coordinates (Å):
H1 3.2048 -1.1263 1.2805  0.2364
H2 -4.4427 0.2902 -0.0600  0.2229
S1 2.0765 1.8113 0.6458  0.3018
H3 -3.5316 -1.4116 -1.0264  0.2200
H4 0.8751 -0.9808 -1.2878  0.2375
C1 -0.6645 0.1426 -0.4989  -0.0963
C2 -2.8291 -0.7309 -0.7153  -0.1925
C3 0.8451 -0.1945 -0.6594  -0.0844
C4 -1.4981 -0.8926 -0.9340  -0.2154
C5 -1.2802 1.3158 -0.0304  -0.2054
H5 -1.2185 -1.7977 -1.5882  0.2369
C6 1.4294 0.3749 1.5908  -0.3724
H6 1.7646 1.4969 -1.7964  0.3131
H7 2.1281 -0.0468 2.3420  0.2420
H8 -2.9559 2.4149 0.5857  0.2365
C7 -3.4504 0.4066 -0.2311  -0.1652
H9 0.4054 0.5923 1.9221  0.2535
C8 2.6636 -1.3827 0.3565  -0.3497
C9 -2.6748 1.4781 0.1409  -0.1768
H10 -0.7437 2.1565 0.1296  0.2159
H11 2.6538 -2.4148 -0.0931  0.2748
S2 3.4282 -0.3114 -1.0176  0.2450
H12 0.6478 -1.2820 1.1769  0.4522
N1 1.2471 -0.7363 0.6447  -0.3545
C10 1.9198 0.8285 -0.8768  -0.4758

=====

Number 1: E -9894.6351 eV. Number 2: E -11975.1689 eV. Number 3: E -41979.0578 eV. Number 4: E -62613.9393 eV. Number 5: E -26088.8163 eV. Number 6: E -33716.4394 eV.